1.
Below is 2 unconnected molecules or ions with the total composition C2H7N4S2 at a distorted geometry, with properties calculated with ωB97M-V/def2-TZVPD.

As for the frontier orbital gap (alpha / beta): 7.547 / 5.474 eV. For the calculated total energy, the calculation gives -1095.35171 hartree.

The geometry in ORCA input format:
```
! RIJCOSX wB97M-V def2-TZVPD def2/J DEFGRID3
* xyz 1 1
C 1.1755 -1.0001 -0.6536
C -0.7172 -1.9225 0.7182
N -1.6033 0.7222 0.5290
N -0.6900 0.4011 -0.1356
N -2.5373 1.1517 0.8952
N -0.0619 -0.8089 0.0844
S -5.9862 -0.2270 -0.3652
S -4.1357 -0.8634 -0.0963
H 1.1779 -1.8236 -1.2576
H 1.4116 -0.1570 -1.2957
H 1.8279 -1.1780 0.1890
H -0.5990 -2.8094 0.0885
H -0.1405 -2.1911 1.6077
H -1.7657 -1.7842 1.0145
H -5.7019 0.2948 -1.5152
*
```

=====

2.
Below is a single C3H6ClNS molecule at a distorted geometry, with properties calculated with ωB97M-V/def2-TZVPD.

As for the frontier orbital gap: 9.971 eV. The SMILES is C[C@H](Cl)/C=N/S. For the calculated total energy, the calculation gives -1031.00429 hartree.

The geometry in ORCA input format:
```
! RIJCOSX wB97M-V def2-TZVPD def2/J DEFGRID3
* xyz 0 1
C -1.3846 -0.2820 -1.1698
C -0.3802 0.7345 -0.3993
C 0.8550 0.0735 0.1647
H -2.2370 0.3897 -1.4590
H -0.8996 -0.8219 -1.9957
H -1.7748 -0.9911 -0.4634
H -0.8968 1.1038 0.5167
H 1.5670 -0.2859 -0.5849
H 1.8066 -1.0457 3.2390
N 0.9157 -0.1371 1.4208
S 2.2905 -0.9808 1.9784
Cl 0.1382 2.2428 -1.2476
*
```

=====

3.
Below is a molecular structure, C34H30BrF6N7O3PRhSTe, with properties calculated with ωB97M-V/def2-TZVPD.

As for the frontier orbital gap (alpha / beta): 6.585 / 6.611 eV. The expectation value of S² is 0.7647. For the calculated total energy, the calculation gives -6214.34156 hartree.

The geometry in ORCA input format:
```
! RIJCOSX wB97M-V def2-TZVPD def2/J DEFGRID3
* xyz -1 2
Rh -0.7555 -0.8500 -0.4132
Br 10.5458 5.7830 0.7618
C 8.8847 4.8819 0.5624
C 7.9474 4.9524 1.5812
C 6.7355 4.2984 1.4396
C 6.4628 3.5734 0.2802
C 7.4150 3.5213 -0.7320
C 8.6314 4.1718 -0.5976
N 5.2511 2.8748 0.0329
N 4.4742 2.8654 1.0153
C 3.2803 2.1727 0.9260
C 2.5311 2.2223 2.0999
C 1.3021 1.6131 2.2664
C 0.7439 0.8854 1.2099
O -0.4099 0.3364 1.2641
C 1.5093 0.8120 -0.0211
N 0.9029 0.1041 -1.0165
C 1.4672 -0.0113 -2.2016
C 2.6999 0.6010 -2.4565
C 3.3414 1.3118 -1.4775
C 2.7519 1.4459 -0.1984
H 8.1663 5.5158 2.4781
H 5.9907 4.3439 2.2207
H 7.1866 2.9580 -1.6275
H 9.3719 4.1301 -1.3842
H 2.9680 2.7844 2.9167
H 0.7503 1.6908 3.1931
H 0.9495 -0.6234 -2.9323
H 3.1381 0.4882 -3.4385
H 4.2944 1.7755 -1.6655
C -3.5169 -6.0892 -1.1237
C -4.1045 -4.7485 -0.8177
C -5.4240 -4.4332 -1.1236
C -5.8440 -3.1448 -0.8809
N -5.0383 -2.2181 -0.3591
C -3.8117 -2.6295 -0.1186
S -2.6881 -1.4815 0.6840
N -3.2946 -3.8362 -0.2818
H -4.2177 -6.8954 -0.9052
H -2.5982 -6.2288 -0.5583
H -3.2746 -6.1269 -2.1881
H -6.0804 -5.1603 -1.5805
H -6.8539 -2.8268 -1.1115
C -2.4879 4.5985 4.3525
C -2.6889 3.6713 3.1849
C -3.6190 2.6468 3.2347
C -3.7909 1.7531 2.1781
C -4.8239 0.6678 2.3116
C -2.9833 1.8970 1.0483
Te -3.1360 0.5547 -0.5800
C -2.0709 2.9586 0.9491
C -1.2619 3.2095 -0.2941
C -1.9363 3.8228 2.0256
H -3.2945 4.4997 5.0787
H -2.4455 5.6398 4.0292
H -1.5480 4.3781 4.8635
H -4.2366 2.5308 4.1196
H -5.5666 0.9443 3.0601
H -4.3651 -0.2727 2.6223
H -5.3357 0.4699 1.3682
H -0.6921 2.3294 -0.5856
H -0.5678 4.0357 -0.1399
H -1.9024 3.4685 -1.1414
H -1.2222 4.6370 1.9544
F -2.4178 -1.4092 -2.9692
P -3.5983 -1.6411 -4.0692
F -4.0194 -3.0113 -3.2946
F -3.1850 -0.2639 -4.8028
F -4.6153 -0.8056 -3.0971
F -2.5958 -2.4725 -5.0033
F -4.8080 -1.8657 -5.1197
C 1.3439 -5.2392 1.1680
N 1.0190 -4.6028 -0.0929
C 1.2119 -5.2282 -1.2978
C 0.9611 -4.6105 -2.4553
C 0.4891 -3.2210 -2.4493
O 0.3997 -2.5668 -3.4786
N 0.1846 -2.6954 -1.2106
C 0.5049 -3.3129 -0.0566
O 0.3448 -2.7544 1.0424
H 1.5414 -6.2943 0.9838
H 0.5109 -5.1375 1.8603
H 2.2215 -4.7817 1.6270
H 1.5836 -6.2432 -1.2379
H 1.1175 -5.0935 -3.4070
*
```

=====

4.
Below is a single C15H18N3PS molecule at a distorted geometry, with properties calculated with ωB97M-V/def2-TZVPD.

As for the frontier orbital gap: 7.325 eV. For the calculated total energy, the calculation gives -1486.08312 hartree.

The geometry in ORCA input format:
```
! RIJCOSX wB97M-V def2-TZVPD def2/J DEFGRID3
* xyz 0 1
C 4.7605 2.0553 -0.6250
C 4.4610 0.6589 0.0726
C 3.3922 -0.2246 -0.6880
C 3.9487 -1.7152 -0.8445
C 1.9577 -0.1857 -0.0665
C 1.7058 0.1024 1.3763
C 0.3441 0.0775 1.8558
C -0.8200 -0.2255 0.9750
N -2.0814 -0.2205 1.5537
C -3.0618 -0.5474 0.6714
P -4.8065 -0.6300 1.3711
C -5.1643 0.9179 2.3683
C -6.0898 -0.6794 -0.0001
C -2.7908 -0.8320 -0.7713
N -1.5818 -0.8394 -1.3779
C -0.6026 -0.5102 -0.4487
C 0.8212 -0.4819 -0.9371
N 1.1422 -0.7990 -2.3424
C 0.7023 0.0774 -3.1013
S -0.2046 0.7714 -4.2465
H 3.8203 2.6390 -0.7936
H 5.3503 1.8677 -1.5595
H 5.3811 2.6455 0.1138
H 4.2297 0.8617 1.1494
H 5.4443 0.1018 0.0710
H 3.3329 0.1786 -1.7420
H 5.0727 -1.7446 -0.9070
H 3.6556 -2.3494 0.0371
H 3.5565 -2.1351 -1.8088
H 2.5269 0.3065 2.1025
H 0.1692 0.2688 2.9441
H -4.4900 0.9983 3.2580
H -6.2218 0.8753 2.7572
H -5.0183 1.8570 1.7548
H -6.8162 0.1764 0.1433
H -5.6890 -0.5698 -1.0387
H -6.6648 -1.6378 0.1332
H -3.6716 -1.1098 -1.4096
*
```

=====

5.
Below is a molecular structure, C11H12N2PSn at a distorted geometry, with properties calculated with ωB97M-V/def2-TZVPD.

As for the frontier orbital gap (alpha / beta): 6.127 / 5.949 eV. For the calculated total energy, the calculation gives -1091.12072 hartree.

The geometry in ORCA input format:
```
! RIJCOSX wB97M-V def2-TZVPD def2/J DEFGRID3
* xyz 1 1
C 0.4176 -0.4526 -3.8228
C -0.8659 -1.0442 -3.6406
C -0.6814 -2.3126 -3.0051
C 0.7198 -2.5140 -2.8030
C 1.4085 -1.3672 -3.2940
Sn 1.4233 1.6219 -0.0816
P -0.8054 3.1225 -0.3705
H 0.6233 0.5134 -4.2807
H -1.8179 -0.6013 -3.9197
H -1.4730 -3.0029 -2.7263
H 2.4847 -1.2046 -3.2808
H 1.1790 -3.3945 -2.3588
H -1.9600 2.9132 0.4546
H -1.3506 3.0867 -1.6964
H -0.5555 4.5215 -0.1982
N 2.6135 -0.3604 5.4044
C 1.8142 -0.2678 4.5526
C 0.8300 -0.1399 3.4947
C -0.5344 -0.0002 3.7926
C -1.4352 0.1738 2.7475
C -0.9579 0.2624 1.4445
N 0.3685 0.1748 1.1622
C 1.2512 -0.1233 2.1732
H -0.8606 -0.0351 4.8301
H -2.5064 0.2661 2.9283
H -1.6237 0.4492 0.6012
H 2.2940 -0.2848 1.8924
*
```

=====

6.
Below is a single C12H16N4O2S3 molecule at a distorted geometry, with properties calculated with ωB97M-V/def2-TZVPD.

As for the frontier orbital gap: 7.917 eV. The SMILES is CNC(=O)N(O)[C@H]1N(/N=C/c2cccs2)C(=S)SC1(C)C. For the calculated total energy, the calculation gives -2030.88960 hartree.

The geometry in ORCA input format:
```
! RIJCOSX wB97M-V def2-TZVPD def2/J DEFGRID3
* xyz 0 1
C -2.1166 -3.0173 -1.0257
N -1.1129 -2.3615 -0.2288
C -0.0179 -1.8056 -0.7704
O 0.2730 -1.8230 -1.9469
N 0.8494 -1.2225 0.1770
C 1.7481 -0.2325 -0.3265
N 1.1524 1.1207 -0.2989
C 2.0372 2.1368 -0.4082
S 1.7202 3.7323 -0.5884
S 3.6823 1.5177 -0.2644
C 3.1106 -0.1363 0.3621
C 3.0363 -0.0701 1.8795
H 2.6575 -1.0091 2.2744
H 2.3785 0.7332 2.2052
H 4.0282 0.1130 2.2859
C 4.0457 -1.2353 -0.1087
H 4.1615 -1.2101 -1.1892
H 5.0243 -1.1200 0.3501
H 3.6325 -2.2010 0.1747
N -0.1775 1.1221 -0.1558
C -0.9693 2.1030 -0.3921
C -2.3591 1.9111 -0.1459
C -3.3884 2.7877 -0.3880
C -4.6464 2.2677 -0.0385
C -4.5704 1.0075 0.4703
S -2.9594 0.4206 0.5272
H -5.3695 0.3835 0.8178
H -5.5699 2.8050 -0.1581
H -3.2357 3.7662 -0.8059
H -0.6607 3.0730 -0.7656
H 1.8961 -0.5115 -1.3831
O 0.3107 -0.9858 1.4416
H -0.2637 -0.1940 1.3642
H -1.2281 -2.3256 0.7724
H -2.2142 -4.0665 -0.7421
H -1.8040 -2.9528 -2.0663
H -3.0810 -2.5206 -0.9049
*
```